# 1
This record from OMol25 describes a 3-piece molecular cluster, C5H15NO2 overall at a distorted geometry. The level of theory is ωB97M-V/def2-TZVPD.

Geometry as XYZ:
```
23
Properties=species:S:1:pos:R:3:forces:R:3:mulliken_charge:R:1
C 1.845690 -1.607969 0.558735 0.80 -0.76 0.57 -1.156
C 0.860751 -0.765928 -0.124377 -0.68 -1.58 -0.03 -0.395
C -0.638634 2.609238 -0.386346 0.34 0.49 0.39 -0.933
O -1.668030 -1.130744 -2.978677 0.07 0.30 0.61 -0.646
H -1.210559 0.674671 -0.722712 -0.40 -0.64 0.45 0.366
H -1.538560 -1.732110 3.554813 -0.26 -0.38 -0.01 0.339
H -1.955441 -1.845884 -2.400909 -0.11 -0.11 -0.22 0.332
H 0.266340 -1.374534 -0.796169 -0.64 0.51 -0.04 0.268
H 1.488423 2.299730 1.053404 0.05 0.01 -0.01 0.350
H 2.860392 -1.210181 0.640136 0.03 -0.01 -0.49 0.324
H 2.646417 0.966270 0.841875 -0.24 -0.36 0.17 0.400
C 0.612087 0.592256 0.047134 0.68 0.72 1.40 1.181
H 1.678934 -1.900794 1.607812 -0.76 0.72 0.12 0.309
H -1.077203 -1.008706 2.351882 -0.13 -0.04 -0.24 0.274
O -1.570070 -1.802607 2.591181 0.42 0.46 0.24 -0.609
H 1.807429 -2.608709 0.128854 0.52 0.20 -0.45 0.371
C 1.775328 1.458002 0.428051 -0.28 0.38 -0.47 -1.393
H -0.582886 3.191724 0.528150 -0.62 0.01 0.16 0.334
H -1.042457 -1.521067 -3.590279 0.06 -0.16 -0.22 0.323
N -0.586756 1.160852 -0.088179 1.31 0.35 -2.20 -0.147
H 2.108159 1.844822 -0.547639 0.07 0.27 0.19 0.407
H 0.232041 2.966733 -0.940287 -0.02 -0.48 -0.25 0.330
H -1.514076 2.810301 -0.991105 -0.23 0.09 0.32 0.374
```
Positions in Å, forces in eV/Å.

Properties
Multiplicity: 2
<S²>: 0.759
Highest occupied orbital energy (spin up / spin down) (Ha): -0.510 / -0.539
Total charge: +1
ΔE to the lowest compared entry with this formula, charge and spin (kJ/mol): 81.1
Molecular weight (g mol⁻¹): 121.18


# 2
This record from OMol25 describes one molecule with the formula C24H30N4O. The level of theory is ωB97M-V/def2-TZVPD.

Geometry as XYZ:
```
59
Properties=species:S:1:pos:R:3:forces:R:3:mulliken_charge:R:1
H 2.852806 -0.571500 1.530232 -0.03 0.04 0.06 0.508
C 4.206536 0.029626 -0.596590 0.12 0.01 0.01 0.558
C 3.287234 1.185308 -0.295026 -0.12 0.01 0.01 -1.122
C -2.880579 -1.366113 0.119780 0.26 -0.51 0.51 0.174
H -1.379039 -5.182698 0.451311 -0.06 0.02 -0.02 0.309
C -4.122009 0.781258 -0.091286 0.05 -0.12 0.01 -0.026
H 0.883610 1.913346 -1.094922 -0.02 -0.04 0.04 0.536
H 6.537186 -2.937466 -1.429361 0.05 -0.07 -0.01 0.376
H -1.540305 -0.386398 3.151190 -0.09 0.08 -0.04 0.530
N -0.376024 0.382689 1.628778 0.03 0.00 0.06 0.266
C -4.380622 1.832538 -2.233087 -0.04 0.08 -0.04 -0.377
H -2.694900 -1.084582 -2.511861 0.07 -0.07 -0.04 0.444
C -3.700855 0.782277 -2.827580 -0.02 0.03 -0.11 -0.702
H -1.367249 -3.086823 2.444175 0.13 -0.11 0.17 0.558
C 0.718120 -0.551967 1.794688 0.26 0.07 0.04 -0.713
C 0.952626 2.904170 0.824211 -0.04 0.07 -0.34 -0.653
C -2.166149 -1.316453 1.343154 -0.04 -0.20 0.01 1.292
H -0.088830 5.019366 1.890358 0.03 0.03 -0.08 0.339
H -5.143420 2.631993 -0.400006 -0.04 0.05 0.03 0.410
C 3.710764 -1.096974 -1.241462 0.01 0.02 -0.02 -0.239
C 0.886694 1.626244 -0.035756 -0.32 0.19 0.09 -0.092
H 5.947291 0.942844 0.249214 0.02 0.09 0.07 0.368
N -3.010517 -2.624022 -0.284766 -0.42 0.03 -0.64 -0.936
N 1.993830 0.704213 0.147667 0.09 0.01 -0.04 0.397
H 2.662779 -1.127250 -1.497555 -0.12 -0.03 -0.01 0.398
H 4.147172 -3.032481 -2.036772 -0.04 -0.06 -0.04 0.382
H -4.321065 0.766276 0.970611 0.00 -0.01 0.08 0.549
H 2.222964 0.928885 2.247820 0.03 -0.03 -0.01 0.224
C -1.660903 -0.124024 2.095337 0.08 0.03 0.03 -1.643
C 5.885202 -2.108274 -1.196533 0.11 -0.07 0.00 -0.391
C -1.887665 -2.639055 1.620798 -0.19 0.24 -0.09 -1.485
H 3.770251 1.851873 0.440704 -0.02 0.00 -0.10 0.367
H 7.432281 -0.942692 -0.286624 0.08 0.00 0.02 0.380
C -0.402648 0.852608 0.257684 0.12 0.20 -0.19 -0.729
C 5.550579 0.072354 -0.254795 -0.09 0.05 -0.02 -0.405
C 6.387030 -0.989068 -0.556021 0.12 -0.04 -0.01 -0.627
H -2.921566 -5.058957 -0.428170 0.04 0.02 0.07 0.318
C 2.035177 0.152944 1.486828 -0.13 -0.25 0.10 -0.971
C -2.404211 -4.809165 0.495730 0.01 -0.48 -0.03 -0.933
H -4.748656 2.651067 -2.834192 -0.03 0.06 -0.04 0.411
H -2.369589 0.703548 2.023614 0.01 -0.07 0.11 0.422
H 0.725687 -0.907571 2.828146 0.01 -0.04 0.00 0.432
H 1.988911 3.235582 0.916782 0.02 0.04 0.06 0.221
H 0.538881 4.326069 -0.756513 -0.06 -0.09 0.01 0.318
C 4.543296 -2.160357 -1.536686 -0.02 -0.05 -0.05 -0.626
H 0.571249 2.672233 1.821442 0.06 0.06 0.04 0.490
C -4.597173 1.823926 -0.865419 -0.04 0.14 0.02 -0.884
N -2.417764 -3.381728 0.628414 0.22 0.48 0.31 0.660
O 0.212928 5.224559 0.998219 -0.01 0.34 0.33 -0.552
H 0.617290 -1.422173 1.122639 0.02 0.02 0.06 0.354
C 0.140448 4.049993 0.223015 0.03 -0.44 -0.05 -0.565
C -3.224020 -0.260961 -2.057113 0.01 -0.02 0.10 -0.388
H -3.541520 0.778737 -3.896202 0.02 0.00 -0.08 0.399
H 3.133876 1.759798 -1.214978 0.00 0.06 0.08 0.413
C -3.416794 -0.265680 -0.678041 -0.16 0.14 -0.25 0.408
H -0.907924 3.744322 0.093617 0.09 0.01 -0.09 0.255
H -1.268254 1.502780 0.120776 -0.03 -0.01 -0.02 0.138
H -2.917257 -5.279874 1.336928 0.01 0.02 -0.07 0.312
H -0.482081 0.019465 -0.460386 -0.03 0.06 0.02 0.145
```
Positions in Å, forces in eV/Å.

Properties
Multiplicity: 1
Highest occupied orbital energy (Ha): -0.307
ΔE to the lowest compared entry with this formula, charge and spin (kJ/mol): 70.3
SMILES: Cn1cc(CN2CCN(Cc3ccccc3)[C@H](CCO)C2)c(-c2ccccc2)n1
Molecular weight (g mol⁻¹): 390.53


# 3
This record from OMol25 describes one molecule with the formula C4H9NO. The level of theory is ωB97M-V/def2-TZVPD.

Geometry as XYZ:
```
15
Properties=species:S:1:pos:R:3:forces:R:3:mulliken_charge:R:1
H 0.855814 -0.796280 -2.092505 0.00 0.00 0.16 0.262
N 0.356776 0.691733 -0.618505 -0.11 0.11 0.00 -0.274
O -2.205659 -0.659197 -0.178222 0.05 -0.05 -0.27 -0.515
C 1.778226 0.451754 -0.490931 0.26 0.10 0.07 -0.372
C -1.337852 -0.374925 0.895297 0.19 0.07 0.30 -0.510
H 2.428895 1.018976 -1.151695 -0.11 -0.07 0.08 0.246
H 2.168488 0.291485 0.515291 -0.05 0.06 -0.14 0.255
C 0.891215 -0.603665 -1.022349 -0.02 -0.30 -0.07 -0.468
H -1.971328 -0.145010 1.758362 0.11 -0.03 -0.10 0.357
H 0.721953 -1.475004 -0.392923 0.04 0.12 -0.06 0.231
H -1.671968 -0.651963 -0.983699 -0.16 0.00 0.05 0.366
H -0.731506 -1.255686 1.166516 -0.15 0.11 -0.08 0.247
C -0.435487 0.817486 0.614039 -0.07 0.03 0.14 -0.383
H 0.213678 0.981306 1.486694 -0.07 -0.05 -0.11 0.275
H -1.061250 1.708983 0.494632 0.09 -0.11 0.04 0.282
```
Positions in Å, forces in eV/Å.

Properties
Multiplicity: 1
Highest occupied orbital energy (Ha): -0.340
ΔE to the lowest compared entry with this formula, charge and spin (kJ/mol): 244.1
SMILES: OCCN1CC1
Molecular weight (g mol⁻¹): 87.12


# 4
This record from OMol25 describes a 2-piece molecular cluster, C19H20N2O3 overall at a distorted geometry. The level of theory is ωB97M-V/def2-TZVPD.

Geometry as XYZ:
```
44
Properties=species:S:1:pos:R:3:forces:R:3:mulliken_charge:R:1
H 5.446174 0.525669 0.164135 0.08 -0.21 -0.08 0.418
H -0.674522 -1.199217 -0.679121 0.46 1.29 0.03 0.336
C 2.953898 -2.482898 0.057323 -0.20 1.07 -0.08 -0.626
H -1.794442 1.548818 -0.169342 0.01 -0.60 0.70 0.140
O 6.958949 -3.095377 0.220425 -0.57 1.39 0.05 -0.635
N -3.186204 0.149315 1.821944 0.63 -0.39 0.38 0.137
C -0.522952 -0.097636 -0.579827 -0.28 -0.42 -1.08 0.348
H 1.168161 2.553566 -4.914726 0.00 -0.10 0.24 0.374
C 0.816660 -0.004298 -2.691071 -0.35 -0.04 -0.20 -0.343
C 4.737235 -0.294072 0.106994 0.38 -0.26 0.27 -0.351
H 2.238222 -3.303286 0.047126 0.11 0.24 -0.05 0.379
H -5.222557 0.649892 4.066392 -0.11 -0.09 -0.07 0.260
H 1.879645 0.160242 -4.535085 -0.22 0.21 -0.03 0.386
N 6.607609 -1.892880 0.204856 2.19 -1.13 -0.10 0.932
C 2.452697 -1.120582 -0.030544 1.55 0.16 0.15 0.078
C -3.746053 -0.510707 3.013632 0.02 -0.25 0.25 -0.648
H -5.773557 1.910033 2.209087 -0.15 -0.12 -0.10 0.279
H 0.947538 -1.094069 -2.621519 0.09 0.67 0.00 0.280
C 4.298158 -2.713717 0.129513 0.63 0.42 0.09 -0.082
C -1.439656 0.582207 0.216098 -0.39 -0.07 0.99 -0.880
C 5.207794 -1.628799 0.159898 -0.78 0.65 -0.17 -0.236
C -5.169668 0.045043 3.159604 0.11 0.07 0.25 -0.494
C -4.151983 0.985764 1.112919 0.07 0.45 -0.33 -0.563
C 0.923397 2.041211 -3.985321 0.05 -0.21 0.22 -0.398
H -3.756793 2.015280 1.036934 -0.20 -0.39 0.04 0.320
C -0.031415 2.062487 -1.763131 -0.55 -0.52 -0.35 -0.244
H -5.900373 -0.762692 3.248168 0.15 0.14 0.06 0.297
C 1.280616 0.698586 -3.804033 -0.31 -0.06 0.26 -0.597
O 7.471000 -0.990769 0.205798 -1.76 -0.63 0.04 -0.634
C 3.394697 -0.019416 0.031378 -0.64 -1.06 0.07 -0.383
H 2.977037 0.993647 0.023442 0.34 -0.39 -0.07 0.396
H -0.063199 3.748270 -3.085079 0.27 -0.06 0.01 0.369
C 0.115905 0.655940 -1.666486 -0.20 0.76 -1.08 0.610
H -3.138313 -0.304481 3.904486 -0.06 0.08 -0.32 0.306
H -6.224588 0.438771 1.311978 -0.08 0.21 0.02 0.294
H 4.695336 -3.720018 0.164313 -0.01 0.08 0.02 0.433
C -1.966223 -0.067717 1.349180 0.09 0.14 -1.11 -0.101
O 1.218336 -0.924492 -0.224239 -0.46 -1.05 1.13 -0.476
H -4.307097 0.617159 0.081212 0.33 0.07 0.41 0.310
H -3.759771 -1.601722 2.896330 0.10 0.21 -0.23 0.333
H -0.483777 2.637351 -0.947131 0.22 -0.25 -0.42 0.446
H -1.273097 -0.816041 1.798038 -1.09 0.35 -0.01 0.467
C 0.250474 2.715643 -2.963567 0.38 -0.27 0.22 -0.705
C -5.453285 0.909977 1.919021 0.13 -0.08 -0.04 -0.533
```
Positions in Å, forces in eV/Å.

Properties
Multiplicity: 1
Highest occupied orbital energy (Ha): -0.260
ΔE to the lowest compared entry with this formula, charge and spin (kJ/mol): 797.2
Molecular weight (g mol⁻¹): 324.38